1.
Here is a structure of composition C31H76CuN5O13Sr at a distorted geometry from the Open Molecules 2025 dataset. Energies are from the ωB97M-V functional and the def2-TZVPD basis.

LUMO in eV: -6.0
Net charge: +2
Orbital gap in eV: 6.1076
Energy relative to the best compared isomer or geometry (same formula, charge and spin) in eV: 2.866
Total energy in Ha: -4149.062417
Max |F| in Eh/bohr: 0.0912

Atoms and positions in Å:
Cu (-2.856, -1.806, -2.022)
Sr (-1.271, -3.880, 4.060)
O (-0.380, -0.939, 1.836)
C (-1.290, -1.711, 1.257)
O (-1.837, -2.657, 1.949)
O (-1.502, -1.528, 0.000)
H (-0.157, -0.503, 1.010)
C (0.922, -2.443, -2.620)
O (1.621, -1.547, -3.472)
C (0.789, -0.518, -4.027)
C (-0.211, -1.071, -5.098)
N (-1.079, -0.092, -5.635)
C (-1.648, -0.347, -6.997)
C (-0.558, -0.030, -8.108)
O (0.013, 1.218, -8.009)
C (0.867, 1.482, -9.070)
H (0.351, -3.173, -3.194)
H (0.340, -1.863, -1.904)
H (1.707, -2.925, -2.038)
H (1.563, 0.180, -4.346)
H (0.292, 0.036, -3.231)
H (-0.661, -1.992, -4.727)
H (0.371, -1.464, -5.932)
H (-0.751, 0.834, -5.400)
H (-2.478, 0.290, -7.302)
H (-2.143, -1.297, -7.195)
H (-1.024, -0.106, -9.090)
H (0.232, -0.780, -8.087)
H (1.090, 2.544, -9.173)
H (0.583, 1.275, -10.102)
H (1.791, 0.962, -8.816)
C (-1.795, 1.269, -1.076)
O (-2.768, 0.597, -1.789)
C (-3.160, 1.262, -2.998)
C (-4.111, 0.431, -3.864)
N (-3.387, -0.816, -4.190)
C (-4.210, -1.655, -5.028)
C (-5.706, -1.700, -4.834)
O (-6.261, -0.606, -5.530)
C (-7.632, -0.896, -5.797)
H (-1.892, 2.351, -1.167)
H (-0.870, 0.914, -1.530)
H (-1.961, 1.108, -0.011)
H (-2.247, 1.495, -3.546)
H (-3.674, 2.209, -2.830)
H (-4.238, 1.000, -4.786)
H (-5.022, 0.140, -3.343)
H (-2.590, -0.474, -4.709)
H (-3.973, -2.656, -4.668)
H (-4.024, -1.594, -6.100)
H (-5.937, -1.727, -3.770)
H (-6.025, -2.650, -5.264)
H (-7.992, -0.027, -6.348)
H (-8.130, -1.091, -4.847)
H (-7.831, -1.756, -6.436)
C (-4.047, -1.288, 4.153)
O (-2.875, -1.861, 4.752)
C (-2.066, -0.780, 5.148)
C (-0.802, -1.323, 5.856)
N (0.036, -1.767, 4.764)
C (1.436, -2.065, 4.966)
C (2.139, -2.669, 3.668)
O (1.239, -3.485, 2.828)
C (1.830, -4.340, 1.823)
H (-4.707, -0.748, 4.832)
H (-4.468, -2.263, 3.908)
H (-3.917, -0.667, 3.267)
H (-2.580, -0.127, 5.852)
H (-1.813, -0.200, 4.260)
H (-1.147, -2.113, 6.524)
H (-0.290, -0.461, 6.284)
H (0.121, -0.963, 4.157)
H (1.427, -2.710, 5.845)
H (2.003, -1.205, 5.322)
H (3.058, -3.209, 3.896)
H (2.542, -1.977, 2.928)
H (2.445, -3.804, 1.100)
H (1.049, -4.642, 1.124)
H (2.258, -5.279, 2.174)
C (7.151, -2.183, 6.642)
O (7.625, -1.015, 6.023)
C (8.107, -1.314, 4.727)
C (8.231, -0.016, 3.935)
N (6.929, 0.597, 3.559)
C (6.080, -0.298, 2.726)
C (4.951, 0.457, 2.019)
O (4.253, -0.633, 1.359)
C (3.128, -0.277, 0.673)
H (6.250, -2.559, 6.158)
H (7.024, -1.910, 7.689)
H (7.916, -2.958, 6.702)
H (7.368, -2.007, 4.325)
H (8.964, -1.966, 4.560)
H (8.820, -0.127, 3.025)
H (8.761, 0.692, 4.571)
H (6.468, 0.808, 4.432)
H (5.704, -1.131, 3.320)
H (6.728, -0.741, 1.970)
H (5.272, 1.068, 1.175)
H (4.274, 0.946, 2.719)
H (3.392, 0.445, -0.100)
H (2.325, 0.261, 1.176)
H (2.580, -0.983, 0.048)
C (-1.261, 6.407, -1.052)
O (-2.111, 5.379, -0.417)
C (-2.207, 5.547, 0.945)
C (-3.090, 4.474, 1.688)
N (-2.453, 3.089, 1.760)
C (-1.868, 2.712, 3.034)
C (-0.277, 2.694, 3.199)
O (0.116, 2.179, 4.525)
C (1.460, 1.662, 4.322)
H (-0.203, 6.479, -0.800)
H (-1.617, 7.433, -0.960)
H (-1.153, 6.100, -2.093)
H (-2.702, 6.492, 1.172)
H (-1.215, 5.635, 1.388)
H (-3.992, 4.444, 1.077)
H (-3.395, 4.934, 2.628)
H (-3.226, 2.466, 1.570)
H (-2.243, 1.696, 3.154)
H (-2.378, 3.183, 3.874)
H (0.082, 3.674, 2.884)
H (0.042, 2.094, 2.347)
H (2.028, 2.469, 3.859)
H (1.552, 0.839, 3.613)
H (1.690, 1.435, 5.363)

2.
Here is a structure of composition C2H3NO2S2 at a distorted geometry from the Open Molecules 2025 dataset. Energies are from the ωB97M-V functional and the def2-TZVPD basis.

LUMO in eV: -1.7
Orbital gap in eV: 8.6536
Energy relative to the best compared isomer or geometry (same formula, charge and spin) in eV: 1.830
Total energy in Ha: -1079.553530
Max |F| in Eh/bohr: 0.0544

Atoms and positions in Å:
C (0.057, 0.484, -1.435)
C (-0.059, -0.140, -0.073)
N (-0.718, 1.383, -1.894)
O (-0.916, 0.841, -4.349)
O (0.240, 2.939, -3.762)
S (1.273, -0.167, -2.526)
S (-0.126, 1.566, -3.415)
H (0.540, 0.415, 0.588)
H (0.264, -1.160, -0.138)
H (-1.121, 0.047, 0.129)

3.
Here is a cluster of 7 separate species, C44H42F6NS in total at a distorted geometry from the Open Molecules 2025 dataset. Energies are from the ωB97M-V functional and the def2-TZVPD basis.

LUMO in eV: -4.0
Net charge: +1
Orbital gap in eV: 5.9617
Total energy in Ha: -2753.651657
Max |F| in Eh/bohr: 0.0507

Atoms and positions in Å:
C (-0.109, -4.423, -7.895)
C (0.407, -3.009, -7.465)
C (1.789, -2.932, -6.978)
C (2.358, -1.638, -6.596)
C (1.512, -0.444, -6.702)
C (0.143, -0.541, -7.177)
C (-0.445, -1.834, -7.576)
C (-1.898, -1.812, -8.108)
N (-2.855, -2.667, -7.326)
S (-3.081, -2.166, -5.649)
H (-0.297, -4.383, -9.003)
H (-1.023, -4.674, -7.295)
H (0.635, -5.237, -7.672)
H (2.424, -3.848, -6.888)
H (3.414, -1.556, -6.253)
H (1.944, 0.548, -6.432)
H (-0.449, 0.406, -7.240)
H (-1.913, -2.101, -9.195)
H (-2.278, -0.754, -8.047)
H (-3.777, -2.571, -7.789)
H (-2.647, -3.679, -7.378)
H (-4.446, -1.941, -5.545)
F (-1.136, 0.218, 1.588)
C (-1.601, -0.113, 0.373)
C (-1.213, 0.630, -0.728)
C (-1.688, 0.282, -1.984)
C (-2.553, -0.797, -2.123)
C (-2.939, -1.533, -1.010)
C (-2.456, -1.192, 0.246)
H (-0.545, 1.472, -0.597)
H (-1.385, 0.852, -2.854)
H (-2.926, -1.065, -3.106)
H (-3.617, -2.371, -1.119)
H (-2.739, -1.759, 1.125)
F (-6.698, 1.335, 2.480)
C (-5.628, 2.110, 2.228)
C (-4.377, 1.527, 2.134)
C (-3.273, 2.327, 1.869)
C (-3.431, 3.699, 1.712)
C (-4.693, 4.272, 1.814)
C (-5.800, 3.473, 2.068)
H (-4.273, 0.457, 2.268)
H (-2.294, 1.884, 1.786)
H (-2.568, 4.323, 1.509)
H (-4.814, 5.341, 1.695)
H (-6.793, 3.900, 2.142)
F (3.003, -3.319, 5.673)
C (2.075, -2.464, 5.207)
C (1.533, -1.520, 6.062)
C (0.579, -0.634, 5.579)
C (0.171, -0.709, 4.251)
C (0.721, -1.665, 3.405)
C (1.683, -2.545, 3.884)
H (1.858, -1.483, 7.095)
H (0.153, 0.114, 6.236)
H (-0.576, -0.020, 3.877)
H (0.400, -1.725, 2.372)
H (2.129, -3.291, 3.237)
F (9.320, -2.925, 7.775)
C (8.077, -3.434, 7.824)
C (7.821, -4.520, 8.642)
C (6.535, -5.042, 8.696)
C (5.524, -4.480, 7.924)
C (5.796, -3.393, 7.102)
C (7.079, -2.862, 7.055)
H (8.623, -4.949, 9.230)
H (6.321, -5.887, 9.339)
H (4.522, -4.892, 7.963)
H (5.010, -2.959, 6.499)
H (7.308, -2.010, 6.428)
F (-3.527, 7.684, 0.817)
C (-4.246, 8.656, 1.408)
C (-3.881, 9.977, 1.225)
C (-4.628, 10.979, 1.831)
C (-5.723, 10.648, 2.620)
C (-6.076, 9.316, 2.800)
C (-5.337, 8.314, 2.185)
H (-3.019, 10.215, 0.613)
H (-4.355, 12.018, 1.689)
H (-6.302, 11.430, 3.096)
H (-6.927, 9.058, 3.418)
H (-5.602, 7.271, 2.307)
F (4.566, -3.400, -4.829)
C (4.534, -2.824, -3.609)
C (3.568, -1.873, -3.336)
C (3.530, -1.284, -2.078)
C (4.465, -1.644, -1.115)
C (5.433, -2.598, -1.406)
C (5.466, -3.197, -2.659)
H (2.854, -1.600, -4.100)
H (2.773, -0.543, -1.850)
H (4.437, -1.181, -0.136)
H (6.164, -2.876, -0.656)
H (6.207, -3.948, -2.900)

4.
Here is the molecule C25H22ClN3O4S at a distorted geometry from the Open Molecules 2025 dataset. Energies are from the ωB97M-V functional and the def2-TZVPD basis.

LUMO in eV: -0.4
Orbital gap in eV: 8.4220
Energy relative to the best compared isomer or geometry (same formula, charge and spin) in eV: 1.802
Total energy in Ha: -2289.493142
Max |F| in Eh/bohr: 0.0218

Atoms and positions in Å:
C (5.529, 3.485, 4.260)
C (4.422, 2.577, 3.736)
N (4.331, 2.649, 2.292)
C (4.596, 1.467, 1.506)
C (6.078, 1.107, 1.509)
S (3.263, 3.761, 1.707)
O (3.457, 4.989, 2.417)
O (3.349, 3.760, 0.279)
C (1.646, 3.116, 2.182)
C (0.945, 3.702, 3.221)
C (-0.265, 3.164, 3.620)
C (-0.777, 2.045, 2.971)
Cl (-2.257, 1.394, 3.545)
C (-0.080, 1.460, 1.911)
C (-0.522, 0.251, 1.151)
O (0.260, -0.539, 0.688)
O (-1.849, 0.184, 1.047)
C (-2.478, -0.852, 0.362)
C (-3.668, -1.315, 0.908)
C (-4.373, -2.308, 0.252)
C (-3.891, -2.841, -0.928)
C (-2.693, -2.381, -1.472)
C (-2.199, -2.969, -2.721)
C (-0.815, -2.993, -3.048)
N (-0.366, -3.500, -4.159)
C (-1.267, -4.028, -5.018)
C (-0.841, -4.576, -6.242)
C (-1.759, -5.130, -7.091)
C (-3.124, -5.159, -6.757)
C (-3.570, -4.631, -5.578)
C (-2.650, -4.047, -4.682)
N (-3.086, -3.509, -3.529)
C (-1.988, -1.368, -0.825)
C (1.145, 2.009, 1.534)
H (6.490, 3.187, 3.851)
H (5.320, 4.507, 3.956)
H (5.572, 3.435, 5.346)
H (3.463, 2.887, 4.167)
H (4.604, 1.539, 4.027)
H (4.000, 0.616, 1.868)
H (4.284, 1.713, 0.490)
H (6.662, 1.953, 1.157)
H (6.413, 0.842, 2.508)
H (6.249, 0.261, 0.849)
H (1.358, 4.578, 3.697)
H (-0.820, 3.602, 4.435)
H (-4.025, -0.887, 1.832)
H (-5.302, -2.668, 0.669)
H (-4.428, -3.617, -1.449)
H (-0.071, -2.608, -2.364)
H (0.212, -4.546, -6.476)
H (-1.439, -5.553, -8.032)
H (-3.824, -5.605, -7.448)
H (-4.613, -4.639, -5.305)
H (-1.080, -0.972, -1.250)
H (1.690, 1.565, 0.716)

5.
Here is the molecule C5H6O from the Open Molecules 2025 dataset. Energies are from the ωB97M-V functional and the def2-TZVPD basis.

LUMO in eV: 0.3
Orbital gap in eV: 8.8136
Energy relative to the best compared isomer or geometry (same formula, charge and spin) in eV: 4.160
Total energy in Ha: -269.193372
Max |F| in Eh/bohr: 0.0105

Atoms and positions in Å:
C (-0.893, -1.324, -0.702)
C (-0.064, -0.242, -0.045)
C (0.535, 0.845, -0.723)
O (0.918, 1.750, 0.141)
C (-0.102, 0.098, 1.451)
C (0.575, 1.296, 1.423)
H (-1.127, -2.100, 0.033)
H (-1.842, -0.901, -1.054)
H (-0.383, -1.781, -1.559)
H (0.805, -0.707, 0.614)
H (0.735, 1.054, -1.773)
H (0.844, 2.013, 2.194)

6.
Here is a structure of composition C10H27CrGeNO4SSeSi3 from the Open Molecules 2025 dataset. Energies are from the ωB97M-V functional and the def2-TZVPD basis.

LUMO (spin up / spin down) in eV: 2.5 / 0.7
Expectation value of S²: 8.769
Net charge: -1
Orbital gap (spin up / spin down) in eV: 7.6624 / 6.2900
Energy relative to the best compared isomer or geometry (same formula, charge and spin) in eV: 0.000
Spin multiplicity: 6
Total energy in Ha: -7542.679588
Max |F| in Eh/bohr: 0.0032

Atoms and positions in Å:
Cr (1.227, 1.971, 0.623)
O (1.912, 3.070, 4.028)
S (2.365, 2.240, 2.945)
O (2.534, 3.051, 1.651)
O (1.216, 1.305, 2.469)
O (3.539, 1.440, 3.201)
C (3.280, -0.446, 0.156)
Si (1.737, -1.441, 0.527)
C (1.753, -2.997, -0.540)
C (1.677, -1.942, 2.324)
Ge (-0.261, -0.272, -0.117)
Si (-1.944, 0.410, 1.438)
C (-1.584, -0.308, 3.124)
C (-3.591, -0.243, 0.795)
C (-2.036, 2.280, 1.537)
Si (-0.864, -0.408, -2.415)
C (-1.995, 1.017, -2.860)
C (0.665, -0.401, -3.493)
C (-1.787, -2.032, -2.665)
H (4.142, -1.121, 0.147)
H (3.473, 0.309, 0.923)
H (3.231, 0.037, -0.823)
H (2.630, -3.605, -0.301)
H (1.791, -2.760, -1.605)
H (0.864, -3.606, -0.362)
H (2.565, -2.534, 2.563)
H (0.793, -2.544, 2.544)
H (1.675, -1.054, 2.956)
H (-1.564, -1.400, 3.103)
H (-2.354, 0.005, 3.836)
H (-0.617, 0.056, 3.474)
H (-3.583, -1.333, 0.721)
H (-3.821, 0.159, -0.193)
H (-4.401, 0.044, 1.471)
H (-1.160, 2.678, 2.056)
H (-2.920, 2.585, 2.104)
H (-2.097, 2.738, 0.547)
H (-1.473, 1.971, -2.767)
H (-2.878, 1.037, -2.218)
H (-2.331, 0.927, -3.897)
H (1.208, 0.540, -3.401)
H (0.383, -0.514, -4.543)
H (1.341, -1.219, -3.236)
H (-2.686, -2.072, -2.046)
H (-1.158, -2.885, -2.401)
H (-2.090, -2.146, -3.710)
Se (0.941, 3.667, -4.037)
C (1.089, 3.076, -2.361)
N (1.167, 2.670, -1.270)

7.
Here is a cluster of 2 separate species, C3H6N4S in total at a distorted geometry from the Open Molecules 2025 dataset. Energies are from the ωB97M-V functional and the def2-TZVPD basis.

LUMO in eV: -0.5
Orbital gap in eV: 8.5267
Energy relative to the best compared isomer or geometry (same formula, charge and spin) in eV: 3.097
Total energy in Ha: -735.031989
Max |F| in Eh/bohr: 0.0725

Atoms and positions in Å:
C (-2.161, -0.116, 0.427)
C (-1.017, 0.792, 0.208)
N (-0.527, 1.704, 1.104)
N (0.435, 2.308, 0.601)
N (0.721, 1.688, -0.620)
N (-0.174, 0.722, -0.837)
H (-2.934, 0.105, -0.312)
H (-1.834, -1.081, 0.203)
H (-2.606, -0.022, 1.481)
H (1.587, 1.793, -1.177)
C (2.121, -2.093, -0.302)
S (2.809, -0.811, 0.369)
H (2.100, -2.189, -1.428)
H (1.480, -2.802, 0.284)

8.
Here is a structure of composition C34H46BaClI2N3O5SSiTe at a distorted geometry from the Open Molecules 2025 dataset. Energies are from the ωB97M-V functional and the def2-TZVPD basis.

LUMO in eV: 3.2
Net charge: -2
Orbital gap in eV: 4.3675
Energy relative to the best compared isomer or geometry (same formula, charge and spin) in eV: 0.000
Total energy in Ha: -3900.628322
Max |F| in Eh/bohr: 0.0295

Atoms and positions in Å:
Ba (0.465, 0.822, -0.104)
I (-2.712, 3.565, 3.704)
C (-0.700, 3.056, 4.158)
C (-0.078, 3.600, 5.314)
C (1.246, 3.368, 5.564)
I (2.204, 4.427, 7.060)
C (2.030, 2.564, 4.707)
C (3.433, 2.360, 4.810)
C (4.087, 1.705, 3.784)
C (3.323, 1.155, 2.733)
N (2.050, 1.324, 2.638)
C (1.384, 2.038, 3.575)
C (-0.013, 2.290, 3.236)
O (-0.487, 1.831, 2.177)
H (-0.676, 4.194, 5.958)
H (3.927, 2.732, 5.706)
H (5.138, 1.520, 3.832)
H (3.809, 0.610, 1.931)
C (-1.822, -0.913, 4.339)
C (-2.279, -1.270, 2.953)
O (-1.927, -2.280, 2.382)
N (-2.992, -0.295, 2.319)
C (-3.466, -0.522, 0.962)
C (-3.760, 0.759, 0.236)
C (-5.047, 1.037, -0.166)
C (-5.349, 2.200, -0.855)
C (-4.293, 3.055, -1.153)
C (-3.036, 2.739, -0.654)
N (-2.746, 1.614, -0.019)
H (-0.861, -1.399, 4.499)
H (-2.546, -1.208, 5.092)
H (-1.620, 0.188, 4.386)
H (-3.015, 0.660, 2.701)
H (-4.348, -1.183, 0.996)
H (-2.713, -1.117, 0.442)
H (-5.794, 0.284, 0.061)
H (-6.337, 2.408, -1.203)
H (-4.415, 3.957, -1.772)
H (-2.168, 3.373, -0.848)
Cl (5.075, 1.154, -3.732)
C (3.942, 2.382, -3.045)
C (3.092, 1.710, -1.944)
O (3.212, 2.081, -0.756)
O (2.264, 0.857, -2.328)
H (3.282, 2.712, -3.861)
H (4.524, 3.230, -2.707)
Te (-0.379, 3.333, -3.406)
C (-2.031, 4.500, -4.058)
C (-2.628, 4.551, -5.301)
C (-3.572, 5.602, -5.486)
C (-3.700, 6.370, -4.356)
S (-2.669, 5.783, -3.112)
H (-2.361, 3.847, -6.052)
H (-4.138, 5.786, -6.401)
H (-4.336, 7.201, -4.171)
C (3.994, -2.246, -0.481)
Si (2.091, -2.459, -0.150)
C (2.169, -3.727, 1.397)
C (3.338, -4.729, 1.430)
C (2.273, -2.905, 2.690)
C (0.885, -4.562, 1.509)
C (1.565, -3.523, -1.725)
C (2.075, -2.754, -2.960)
C (2.199, -4.923, -1.797)
C (0.039, -3.712, -1.797)
H (4.453, -3.184, -0.863)
H (4.553, -1.972, 0.421)
H (4.208, -1.440, -1.229)
H (4.281, -4.156, 1.459)
H (3.377, -5.315, 0.506)
H (3.299, -5.373, 2.334)
H (3.204, -2.319, 2.716)
H (2.244, -3.573, 3.571)
H (1.468, -2.174, 2.777)
H (0.763, -5.272, 0.687)
H (0.009, -3.926, 1.545)
H (0.904, -5.098, 2.470)
H (3.147, -2.578, -2.949)
H (1.641, -1.716, -2.998)
H (1.841, -3.302, -3.870)
H (3.299, -4.872, -1.723)
H (2.018, -5.312, -2.794)
H (1.762, -5.622, -1.082)
H (-0.458, -2.733, -1.768)
H (-0.335, -4.294, -0.978)
H (-0.251, -4.200, -2.750)
C (-3.078, -0.597, -3.881)
C (-2.629, -0.208, -2.501)
O (-1.226, -0.082, -2.366)
H (-4.168, -0.471, -3.947)
H (-2.766, -1.630, -4.102)
H (-2.641, 0.118, -4.587)
H (-2.926, -0.932, -1.762)
H (-3.101, 0.758, -2.246)
H (-0.989, 0.668, -2.972)